Entry from the Open Molecules 2025 dataset: the ion C4H13N4 with charge +1 in a non-equilibrium geometry (ωB97M-V with the def2-TZVPD basis set).

Charge: +1
HOMO: -13.833 eV
Kohn-Sham gap: 0.39667 Eh
Energy above the lowest of the compared OMol25 structures with the same formula, charge and spin: 81.0 kcal/mol

Last column: natural (NBO) charge in e.
Element x y z (Å)
C -1.3776 0.4580 1.6012  -0.466
N -0.9760 0.1643 0.2592  -0.223
C -0.6578 -1.1975 -0.0242  -0.302
C 0.8957 -1.3401 -0.3210  0.108
N 1.2592 -2.2113 -1.3629  -0.824
N 1.3054 0.0297 -0.6704  -0.412
N 0.5473 0.9294 0.0149  -0.104
C 0.3332 2.2204 -0.6151  -0.427
H -1.5631 1.5263 1.7010  0.222
H -2.3248 -0.0533 1.7700  0.260
H -0.6677 0.1194 2.3659  0.185
H -1.2018 -1.4986 -0.9234  0.219
H -0.9123 -1.8644 0.8016  0.228
H 1.4230 -1.6192 0.5970  0.208
H 1.5690 -3.1260 -1.0828  0.405
H 0.6085 -2.2634 -2.1338  0.381
H 1.2658 0.1623 -1.6791  0.393
H 0.8978 1.0429 0.9774  0.414
H -0.0989 2.0739 -1.6035  0.241
H -0.3588 2.8078 -0.0159  0.247
H 1.2774 2.7587 -0.7017  0.247

Forces on atoms 1 to 3 (eV/Å):
C -0.057 0.233 0.534
N 1.536 1.308 -0.853
C 0.471 -0.625 -0.399

=====

Entry from the Open Molecules 2025 dataset: a structure of composition C30H45BBeF4N3O5 in a non-equilibrium geometry (ωB97M-V with the def2-TZVPD basis set).

Charge: +1
HOMO: -10.845 eV
Kohn-Sham gap: 0.26284 Eh
Energy above the lowest of the compared OMol25 structures with the same formula, charge and spin: 9.6 kcal/mol

Last column: Mulliken charge in e.
Element x y z (Å)
Be 0.1679 -2.1851 -0.5798  1.297
B -0.1565 0.3876 0.5425  -0.136
F -1.3607 0.3092 1.2371  -0.292
F 0.7024 -0.6280 1.0185  -0.026
F -0.3593 0.0652 -0.8198  0.182
F 0.3850 1.6428 0.6436  -0.307
N -0.8904 -3.3914 1.2350  0.419
C -1.0711 -4.7126 1.4051  -0.573
C -1.2052 -5.2961 2.6446  -0.639
C -1.1839 -4.5022 3.7766  -0.533
C -1.1138 -3.1275 3.6115  -0.927
C -0.9569 -2.6264 2.3248  -0.147
H -1.1388 -5.2813 0.4871  0.483
H -1.3281 -6.3658 2.7443  0.457
H -1.3324 -4.8359 4.7959  0.434
H -1.2656 -2.4428 4.4335  0.543
H -0.8770 -1.5510 2.2401  0.555
N 2.4478 -1.5536 -1.2618  0.642
C 3.3386 -2.4373 -1.7174  -0.327
C 4.6225 -2.1222 -2.1131  -0.896
C 4.9774 -0.7765 -2.0955  -0.307
C 4.0808 0.1514 -1.6183  -1.172
C 2.8069 -0.2732 -1.2494  -0.271
H 3.0536 -3.4841 -1.7351  0.498
H 5.2607 -2.9308 -2.4361  0.471
H 5.9551 -0.5334 -2.4932  0.405
H 4.2756 1.2139 -1.6572  0.532
H 2.1236 0.4396 -0.8079  0.558
N 0.0026 -1.7818 -3.0359  0.331
C -0.7505 -0.7185 -3.3133  -0.326
C -1.0368 -0.3786 -4.6300  -1.361
C -0.5187 -1.0834 -5.6999  -0.242
C 0.3134 -2.1613 -5.3722  -0.832
C 0.6452 -2.3717 -4.0577  -0.137
H -1.1897 -0.1104 -2.5482  0.899
H -1.8400 0.3090 -4.8717  0.452
H -0.6495 -0.8042 -6.7346  0.456
H 0.7115 -2.7184 -6.2093  0.405
H 1.3188 -3.1589 -3.7414  0.375
C 0.8949 2.7715 -2.1001  -0.056
C 1.7140 3.3382 -3.2225  0.419
O 1.7835 2.7993 -4.2988  -0.585
C 2.3829 4.6702 -2.9403  -1.124
H 1.0150 3.1180 -1.0779  0.385
H 0.7515 1.6931 -2.0287  -0.407
H -0.1519 3.0057 -2.3561  0.350
H 3.3289 4.7041 -2.4131  0.279
H 1.6215 5.2921 -2.4464  0.287
H 2.3905 5.2794 -3.8497  0.377
C 2.6663 -4.2186 2.9434  -1.084
C 2.5265 -2.9064 2.2316  0.921
O 2.0428 -2.8294 1.1206  -0.298
C 2.9636 -1.6873 2.9789  -1.180
H 3.3077 -4.2154 3.8188  0.417
H 2.8248 -5.1005 2.3251  0.287
H 1.6513 -4.4081 3.3278  0.124
H 3.5588 -0.9765 2.4039  0.298
H 3.5304 -1.9723 3.8648  0.471
H 2.1606 -1.0482 3.3587  0.134
C -0.9330 1.3235 4.4072  -0.513
C -1.4195 2.6826 4.9013  0.388
O -1.6281 2.8467 6.0781  -0.569
C -1.5270 3.8149 3.9114  -0.959
H -0.0541 1.5778 3.8110  0.223
H -1.6464 0.7911 3.7745  0.095
H -0.7652 0.6644 5.2555  0.399
H -0.6110 3.8355 3.3151  0.371
H -1.6412 4.7443 4.4597  0.390
H -2.3101 3.6615 3.1711  0.211
C -4.2367 -1.3843 0.3411  -1.008
C -3.4411 -1.8851 -0.8418  0.621
O -2.2327 -1.7328 -0.8720  -0.172
C -4.1799 -2.3159 -2.0618  -1.416
H -4.4400 -2.0653 1.1666  0.266
H -5.1486 -1.1137 -0.2049  0.412
H -3.8961 -0.4788 0.8413  0.190
H -5.1381 -2.8078 -1.9058  0.428
H -3.5188 -2.7579 -2.7986  0.323
H -4.5210 -1.3373 -2.4384  0.386
C -1.8919 6.8481 -0.2714  -1.277
C -1.2133 5.8487 0.6219  0.888
O -0.5671 6.1812 1.5853  -0.532
C -1.5410 4.3961 0.4063  0.164
H -1.5381 7.8578 -0.0865  0.346
H -2.9695 6.7997 -0.0852  0.329
H -1.8287 6.5863 -1.3304  0.355
H -0.8382 3.7798 -0.1534  -0.422
H -2.4034 4.3002 -0.2696  0.410
H -1.8484 3.8553 1.2913  -0.282

Forces on atoms 1 to 3 (eV/Å):
Be 0.394 1.914 0.060
B -0.855 0.927 0.608
F -0.035 -0.034 -0.081

=====

Entry from the Open Molecules 2025 dataset: a cluster of 2 separate species, C3H13N2OS in total (ωB97M-V with the def2-TZVPD basis set).

Charge: +2
HOMO (spin up / spin down): -17.932 / -17.873 eV
Kohn-Sham gap (spin up / spin down): 0.37167 / 0.17553 Eh
2S+1: 2
Energy above the lowest of the compared OMol25 structures with the same formula, charge and spin: 0.0 kcal/mol

Last column: Mulliken spin population.
Element x y z (Å)
N 0.5842 -0.4624 -0.7198  0.001
C -0.1897 -0.0381 0.4847  0.023
C -1.0403 -1.1483 1.1510  -0.019
S -2.2233 -1.8744 0.0263  0.963
C 0.8530 0.4989 1.4929  0.018
N 1.6824 1.4274 0.7441  0.011
H 0.0028 -0.5163 -1.5748  -0.003
H 1.2896 0.3045 -0.8140  0.001
H 1.1323 -1.3109 -0.5631  0.000
H -0.8076 0.7973 0.1962  -0.007
H -0.4054 -1.9175 1.6004  0.021
H -1.5895 -0.6869 1.9787  -0.002
H -3.3100 -1.1521 0.3989  -0.012
H 1.4871 -0.3276 1.8175  -0.001
H 0.3491 0.9347 2.3640  0.001
H 2.5491 1.6550 1.2102  0.002
H 1.2069 2.3008 0.5534  -0.001
H 0.2278 0.4738 -3.6782  0.000
H -1.2913 0.4825 -3.6162  0.000
O -0.5071 0.5599 -3.0522  0.002

Forces on atoms 1 to 3 (eV/Å):
N -0.187 -0.176 0.163
C 0.406 -0.174 0.552
C 0.090 0.550 0.480

=====

Entry from the Open Molecules 2025 dataset: a structure of composition C4H7NO2 (ωB97M-V with the def2-TZVPD basis set).

HOMO: -9.747 eV
Kohn-Sham gap: 0.39033 Eh
Energy above the lowest of the compared OMol25 structures with the same formula, charge and spin: 45.9 kcal/mol

Last column: natural (NBO) charge in e.
Element x y z (Å)
C -1.6327 -1.2095 0.2018  -0.415
N -0.7152 -0.1172 0.0817  -0.503
C -0.8101 1.0413 0.6029  0.455
O 0.1264 1.8443 0.1903  -0.554
C 0.7901 0.7227 -0.8425  0.812
O 0.6099 0.8852 -2.0011  -0.561
C 1.9795 0.1037 -0.1646  -0.709
H -2.5009 -0.9456 0.8156  0.188
H -1.9831 -1.4944 -0.7949  0.210
H -1.1390 -2.0797 0.6447  0.201
H -1.5649 1.3810 1.3207  0.166
H 2.8451 0.7445 -0.3543  0.241
H 2.1759 -0.8774 -0.6066  0.239
H 1.8190 0.0011 0.9063  0.230

Forces on atoms 1 to 3 (eV/Å):
C -0.211 -0.193 0.091
N -0.231 0.082 0.158
C -0.096 -0.433 -0.085

=====

Entry from the Open Molecules 2025 dataset: the ion C6H12NO2 with charge +1 in a non-equilibrium geometry (ωB97M-V with the def2-TZVPD basis set).

Charge: +1
HOMO: -14.231 eV
Kohn-Sham gap: 0.37485 Eh
Energy above the lowest of the compared OMol25 structures with the same formula, charge and spin: 60.1 kcal/mol

Last column: natural (NBO) charge in e.
Element x y z (Å)
C -0.0352 -1.2054 -1.7062  0.057
N -0.5232 -0.8990 -0.6064  -0.253
C -1.5894 -1.4145 0.0732  -0.462
C 0.6366 0.1016 0.3629  0.123
C -0.1967 0.7300 1.4606  -0.658
C 1.5966 -0.9462 0.8056  0.403
O 1.2721 -1.9869 1.2105  -0.457
C 1.2161 1.1470 -0.5278  -0.138
O 2.2343 0.5533 -1.4428  -0.746
H 0.9190 -0.6944 -2.1164  0.276
H -0.5228 -2.0057 -2.2423  0.212
H -2.3425 -0.6402 0.3004  0.246
H -1.0620 -1.7741 1.0542  0.268
H -2.1608 -2.1986 -0.5229  0.251
H -0.7188 0.0678 2.1409  0.258
H -0.9098 1.4136 0.8983  0.244
H 0.5014 1.4369 2.0065  0.269
H 2.6608 -0.4806 1.0995  0.152
H 1.6858 2.1143 -0.0489  0.246
H 0.4716 1.3742 -1.1707  0.203
H 2.7016 1.3215 -1.8616  0.506

Forces on atoms 1 to 3 (eV/Å):
C 1.445 -0.279 -2.335
N 4.283 3.715 0.900
C -2.116 -2.125 2.485

=====

Entry from the Open Molecules 2025 dataset: a structure of composition C6H15ClI2O2PPt in a non-equilibrium geometry (ωB97M-V with the def2-TZVPD basis set).

Charge: +3
HOMO (spin up / spin down): -19.969 / -20.343 eV
Kohn-Sham gap (spin up / spin down): 0.30904 / 0.18724 Eh
2S+1: 5
Energy above the lowest of the compared OMol25 structures with the same formula, charge and spin: 0.0 kcal/mol

Last column: Mulliken spin population.
Element x y z (Å)
I -5.4684 -0.8795 -1.8408  1.975
I -1.1139 2.1581 0.5050  1.303
Pt -0.1661 -0.3996 0.1359  0.413
P 0.5698 0.2955 -1.8887  0.024
C -0.6942 0.9548 -3.0010  0.026
C 1.8270 1.6062 -1.6778  0.013
H 2.1100 -1.5221 -2.0818  -0.002
H 1.7609 -0.7928 -3.6741  0.002
H 0.5733 -1.8730 -2.8959  -0.002
C 1.3432 -1.1128 -2.7209  -0.004
H 2.6167 1.2240 -1.0145  0.002
H 2.2268 1.8667 -2.6504  -0.001
H -0.2111 1.2724 -3.9501  0.002
H -1.1846 1.8259 -2.5318  -0.001
H 1.3595 2.4747 -1.2130  -0.006
H -1.4384 0.1877 -3.2089  0.001
C -1.9595 -0.7084 -0.0152  0.108
O -3.1137 -0.7832 0.0769  0.014
Cl 2.1250 -0.9194 0.6374  0.112
C -0.4534 -0.5070 4.5606  -0.001
C 0.2005 -0.2116 3.2334  0.017
O -0.5106 -0.9776 2.1825  0.002
H -1.5126 -0.2354 4.5880  0.000
H 0.0794 0.0668 5.3319  0.000
H -0.3520 -1.5670 4.8043  0.001
H 0.1370 0.8614 2.9707  0.005
H 1.2601 -0.5003 3.2463  -0.001
H -0.0106 -1.8045 2.0921  -0.004

Forces on atoms 1 to 3 (eV/Å):
I -0.610 -0.130 -0.199
I 0.020 0.833 0.505
Pt 3.706 -0.214 1.911

=====

no.,total energy (eV)
1,-10310.5744
2,-58494.1364
3,-19165.9989
4,-9845.2885
5,-11991.7101
6,-51786.5816